Formula: C31H40N2O8OsPSSe
Source: the Open Molecules 2025 dataset
Level of theory: the ωB97M-V functional and the def2-TZVPD basis

Cartesian coordinates (Å):
Os (1.159871, -1.762738, 0.716250)
C (-4.241454, 5.285924, 3.500254)
C (-3.278245, 4.236754, 3.299153)
C (-3.476348, 2.976647, 3.827412)
C (-2.758829, 1.739970, 3.598457)
C (-1.943344, 1.518935, 2.569397)
C (-1.416838, 2.434542, 1.619419)
C (-1.854673, 4.570979, 2.862815)
S (-0.909931, -0.226326, 2.732574)
O (0.488972, 0.449559, 1.986084)
O (-0.658400, -0.261574, 4.152108)
N (-0.259192, -1.875245, 2.057283)
C (-0.118814, -2.978101, 3.040929)
C (0.795978, -4.058697, 2.455020)
O (0.573591, -5.240448, 2.584975)
O (1.786739, -3.514193, 1.689482)
H (-4.530096, 5.627565, 4.529056)
H (-5.172232, 4.829684, 3.122054)
H (-4.013295, 6.182222, 2.919606)
H (-4.375555, 2.826107, 4.372986)
H (-2.910827, 1.028162, 4.401353)
H (-0.831299, 2.385302, -0.568799)
H (-1.152652, 4.465841, 3.762240)
H (-1.100974, -3.442913, 3.264613)
H (0.364471, -2.600856, 3.954883)
C (2.786128, -3.562607, -2.923346)
C (1.544694, -4.070179, -2.101867)
C (2.090167, -5.123057, -1.138408)
P (0.395548, -2.773640, -1.317500)
C (-1.306733, -3.429390, -1.723132)
C (-1.951334, -4.070824, -0.473759)
C (-2.191704, -2.525136, -2.601389)
C (0.536641, -1.263400, -2.347938)
C (0.590155, -1.272426, -3.738787)
C (0.832320, -0.090778, -4.429141)
C (0.750261, -0.034729, -5.905669)
C (1.115947, 1.089129, -3.800250)
C (1.269691, 1.105602, -2.418449)
C (0.774551, 0.003125, -1.646259)
N (0.772783, -0.028587, -0.297841)
C (0.444467, 1.091879, 0.710240)
C (-0.954015, 1.768627, 0.344972)
C (-1.968604, 0.676753, -0.084259)
C (-1.197374, 3.779155, 1.773987)
C (-0.116851, 4.402200, 1.132467)
C (0.065096, 5.901789, 0.988530)
C (1.049491, 3.662128, 0.744959)
C (1.396196, 2.293319, 0.920020)
C (2.770700, 2.069615, 1.339731)
H (3.531112, -4.372262, -2.941417)
H (3.226669, -2.622012, -2.577281)
H (2.481934, -3.410641, -3.965907)
H (0.846174, -4.580456, -2.767251)
H (3.201168, -5.130414, -1.004231)
H (1.809837, -6.139940, -1.525857)
H (1.642957, -5.049996, -0.157109)
H (-1.092637, -4.371999, -2.265359)
H (-2.997269, -4.286398, -0.537951)
H (-1.714287, -3.469022, 0.406375)
H (-1.380988, -5.026521, -0.251846)
H (-1.821502, -2.494413, -3.624644)
H (-2.205433, -1.513727, -2.312340)
H (-3.190286, -2.860708, -2.752275)
H (0.343122, -2.157054, -4.298703)
H (1.654776, 0.457847, -6.314373)
H (-0.127821, 0.631716, -6.206414)
H (0.662866, -1.032914, -6.332613)
H (1.379886, 1.991116, -4.348653)
H (1.812690, 1.895742, -1.898749)
H (-1.840442, 0.708769, -1.135664)
H (-2.986929, 0.963503, 0.272720)
H (-1.689697, -0.335403, 0.248024)
H (-1.772421, 5.654116, 2.634618)
H (0.897658, 6.299437, 1.559889)
H (-0.773895, 6.525096, 1.289344)
H (0.241955, 5.984942, -0.097622)
H (1.859360, 4.294478, 0.384677)
H (3.317448, 2.995393, 1.373380)
H (3.296251, 1.337663, 0.617457)
H (2.898000, 1.716365, 2.399258)
O (2.833233, -2.195319, -0.452493)
Se (3.944370, -1.311748, 0.551873)
O (4.271708, 0.103762, -0.203652)
O (2.696172, -1.028679, 1.756977)
O (5.079417, -2.365991, 1.021295)

Atomic forces in eV per Å
-0.16 -2.83 -1.57
-2.56 1.17 0.11
2.90 -3.42 1.57
-0.29 1.71 -1.74
0.20 0.60 0.60
0.65 0.11 1.19
0.17 0.46 -1.82
0.78 0.78 1.34
0.79 -0.01 -1.89
-2.01 0.72 0.64
0.22 -0.07 0.36
0.18 0.06 0.85
-0.59 0.26 -0.17
1.12 1.42 -1.97
0.33 0.01 0.29
-2.32 -1.15 1.08
0.81 -0.46 -0.52
-0.10 0.76 -0.02
-0.10 -0.07 -0.02
-0.94 -0.01 0.48
0.13 -0.47 -0.29
0.28 0.22 1.12
-0.92 0.08 -0.70
0.53 0.30 0.07
-0.29 -0.08 -0.06
-0.95 0.08 -0.85
1.04 0.51 -0.17
-0.15 -1.45 0.44
0.19 0.80 -0.47
-0.47 -1.63 -0.24
2.11 -0.22 1.01
1.13 -0.83 -0.64
0.38 1.18 0.42
-0.16 0.91 0.73
-0.67 -0.49 -0.89
-0.54 1.00 -1.13
1.09 0.49 1.77
-1.03 -0.58 0.66
1.23 -0.74 -1.73
0.11 0.01 3.78
-0.43 1.32 -1.30
0.57 -1.98 0.71
0.04 0.44 1.02
-0.89 -0.23 0.71
1.82 -0.49 -1.03
-0.35 -0.37 -0.66
-1.41 -0.36 0.27
-0.80 0.78 -0.65
1.82 -1.60 -0.34
-0.18 0.40 0.13
-0.17 -0.47 0.16
0.09 0.11 0.03
0.14 0.11 -0.25
-1.05 0.41 -0.11
0.32 0.74 0.26
0.06 -0.02 0.42
0.03 0.78 -0.55
-0.62 -0.02 -0.23
-0.55 0.19 0.13
-0.80 0.85 -0.28
0.39 -0.05 -0.04
-0.09 1.29 0.76
-0.97 -0.60 0.54
0.20 -0.35 -0.11
-0.40 -0.34 0.03
0.97 -1.06 0.11
-0.15 0.11 -0.24
0.00 -0.25 -0.16
-0.57 0.08 -0.06
-0.70 -0.50 -1.24
0.66 -0.41 -0.59
-0.29 0.32 0.03
-0.29 -0.69 0.02
0.42 -0.17 -0.10
-0.25 -0.21 -0.34
0.09 0.76 0.45
0.21 -0.04 0.45
0.25 0.60 -0.34
-0.69 1.17 1.51
-0.54 -0.27 -0.96
0.98 1.39 0.69
-1.33 -0.90 -0.59
0.69 -1.54 0.52
1.92 0.58 -0.21
-0.29 1.35 -0.16

multiplicity: 5
net charge: -1
ΔE to the lowest compared entry with this formula, charge and spin: 79.2 kcal/mol
orbital gap (alpha / beta): 6.585 / 6.184 eV
max |F|: 4.8 eV Å⁻¹
total energy: -140085.43179 eV

---

Formula: C26H43AuF5P2
Source: the Open Molecules 2025 dataset
Level of theory: the ωB97M-V functional and the def2-TZVPD basis

Cartesian coordinates (Å):
Au (-1.496855, 2.115567, -1.323113)
C (-0.415779, -2.681886, 2.825167)
C (0.959114, -2.788385, 2.442347)
C (0.809383, -1.288709, 4.184888)
C (-0.499589, -1.740159, 3.882451)
C (1.722438, -1.973542, 3.332367)
C (-1.548127, -3.417983, 2.228006)
H (-1.340340, -3.710426, 1.196623)
H (-2.463526, -2.809577, 2.247484)
H (-1.750413, -4.336588, 2.794747)
C (-1.717287, -1.380677, 4.652525)
H (-2.592169, -1.896537, 4.243250)
H (-1.894744, -0.297183, 4.601381)
H (-1.611812, -1.652937, 5.716283)
C (1.149302, -0.300141, 5.233905)
H (0.931212, -0.699433, 6.238395)
H (0.552450, 0.620043, 5.108706)
H (2.211312, -0.034088, 5.190508)
C (3.192620, -1.890757, 3.396001)
H (3.578370, -2.533098, 4.200651)
H (3.525755, -0.868537, 3.611573)
H (3.648269, -2.230353, 2.461338)
C (1.507738, -3.703472, 1.424776)
H (1.788743, -4.681955, 1.847144)
H (2.405385, -3.277914, 0.962391)
H (0.773268, -3.889264, 0.632493)
C (-1.795922, 1.380173, -3.384194)
C (-2.081185, -0.103915, -3.286850)
C (-1.161172, -1.121694, -4.105199)
C (0.297145, -0.639875, -4.436641)
C (0.841702, 0.444125, -3.569385)
C (0.877661, 1.783429, -3.886869)
C (-0.077632, 2.520986, -4.790906)
C (-1.422174, 1.815831, -4.797721)
H (-1.594688, -1.410526, -5.074384)
H (0.389145, -0.360049, -5.511449)
H (-1.104021, -2.070487, -3.549168)
H (-1.355952, 0.978962, -5.517497)
H (-2.650599, 2.010237, -3.017375)
H (-3.127953, -0.205112, -3.689957)
H (-2.191227, 2.491698, -5.216505)
H (-0.223275, 3.555218, -4.441709)
H (1.797166, 2.339412, -3.634923)
H (0.398171, 2.598010, -5.784085)
H (0.949426, -1.503521, -4.248891)
H (1.481070, 0.053809, -2.743446)
P (-2.037574, -0.522472, -1.485521)
P (1.814827, 1.536997, 0.651202)
C (0.603142, 2.440350, -1.699302)
C (1.887611, 2.103288, -1.155899)
H (0.488341, 3.317673, -2.339166)
H (0.084803, 1.468301, -1.984550)
H (2.377910, 1.277883, -1.733415)
H (2.527108, 2.991076, -1.246661)
C (2.880825, 2.924832, 1.133611)
H (3.579189, 2.669584, 1.932845)
H (2.225269, 3.724754, 1.488623)
H (3.437292, 3.342759, 0.280085)
C (2.900805, 0.090067, 0.436610)
H (3.667103, 0.252007, -0.335337)
H (2.291271, -0.782742, 0.146724)
H (3.352730, -0.200105, 1.392601)
C (-3.838462, -0.350279, -1.081151)
H (-4.334072, -1.253061, -0.719744)
H (-4.346813, 0.013723, -1.990087)
H (-3.890335, 0.482193, -0.336686)
C (-0.994276, -1.955653, -1.031074)
H (-0.133814, -1.546903, -0.475812)
H (-0.626020, -2.494564, -1.927886)
H (-1.520319, -2.627058, -0.346784)
F (-2.262081, 4.176647, 0.809306)
C (-2.141903, 2.835499, 1.033419)
F (-3.375077, 2.304063, 1.373555)
C (-1.272298, 2.665434, 2.318777)
F (-1.869862, 3.249758, 3.364503)
F (-1.084051, 1.388436, 2.671419)
F (-0.061709, 3.268822, 2.210651)

Atomic forces in eV per Å
-1.39 0.44 3.50
0.36 0.20 -0.36
-0.15 -0.23 0.69
0.21 0.15 0.09
-0.31 -0.14 0.49
-0.35 0.08 -0.16
-0.31 0.01 -0.06
-0.01 -0.06 0.28
0.24 -0.21 -0.03
0.01 0.10 -0.03
-0.17 -0.01 -0.23
0.13 0.18 0.22
0.04 -0.18 0.04
0.04 0.10 -0.33
0.14 0.23 0.01
0.02 0.10 -0.27
0.15 -0.33 0.04
-0.29 -0.03 0.11
0.32 0.02 -0.09
-0.09 0.09 -0.07
-0.03 -0.23 -0.04
-0.02 0.08 0.20
0.07 -0.05 -0.57
-0.10 0.28 0.03
-0.12 -0.13 0.07
0.17 -0.02 0.14
-0.05 -0.02 -0.36
-0.26 -1.64 -1.21
-0.19 0.55 -0.24
-0.69 -0.26 0.09
0.71 0.79 -1.10
1.44 -0.99 -0.45
0.70 -0.12 -0.06
-0.36 0.41 -0.48
-0.27 0.29 0.38
-0.14 -0.24 0.78
-0.12 0.46 -0.35
-0.25 0.14 0.60
-0.51 -0.54 -0.57
0.79 -0.56 0.42
0.32 -0.19 0.17
0.29 -0.27 0.06
-0.63 -0.22 0.16
-0.34 0.05 0.10
-0.06 0.16 -0.39
-0.32 0.53 -0.68
-0.48 2.27 0.25
-0.37 0.24 -0.99
-1.52 -1.36 -1.83
1.07 0.37 1.18
-0.05 -0.32 0.41
1.76 1.76 -0.07
-0.47 0.60 0.33
0.12 -0.49 0.21
0.77 0.55 0.53
-0.06 0.09 0.10
0.07 -0.10 0.09
0.07 -0.33 0.59
0.64 -0.57 0.08
0.01 -0.19 0.39
0.03 0.35 -0.11
0.16 0.23 -0.25
-0.06 0.05 0.64
-0.12 0.13 0.03
0.23 -0.34 0.30
-0.17 -0.97 -0.37
-0.04 -0.55 -0.19
-0.27 -0.09 -0.28
-0.23 0.07 0.78
-0.02 -0.01 -0.40
-0.46 0.15 0.79
1.47 -1.15 -2.30
0.23 0.42 0.05
-0.34 1.17 -0.50
-0.20 0.13 0.39
0.15 -0.45 -0.23
-0.57 -0.39 -0.15

multiplicity: 3
net charge: +1
ΔE to the lowest compared entry with this formula, charge and spin: 210.8 kcal/mol
orbital gap (alpha / beta): 6.041 / 3.104 eV
max |F|: 3.8 eV Å⁻¹
total energy: -63500.07928 eV

---

Formula: C6H18NO2S
Source: the Open Molecules 2025 dataset
Level of theory: the ωB97M-V functional and the def2-TZVPD basis

Cartesian coordinates (Å):
C (0.192761, -1.580497, 1.376829)
C (-1.239259, -1.789795, 1.033326)
S (-1.497482, -2.566451, -0.714052)
C (1.079311, -0.992597, 0.236863)
N (0.298484, 0.268434, 0.030075)
C (1.010982, 1.260840, -0.864385)
C (1.092939, 1.010729, -2.381989)
C (-0.193570, 0.387225, -3.045991)
H (0.443106, -1.129095, 2.405606)
H (0.686391, -2.648770, 1.475169)
H (-1.730852, -2.447337, 1.850089)
H (-1.910293, -0.902359, 0.816991)
H (0.962942, -1.729892, -0.606216)
H (2.080185, -0.712102, 0.526171)
H (-0.563221, -0.130964, -0.455763)
H (0.476545, 2.236797, -0.775390)
H (1.984213, 1.401584, -0.279075)
H (1.288585, 2.011746, -2.879827)
H (1.973000, 0.301293, -2.450839)
H (-0.572305, -0.630982, -2.746693)
H (-1.022660, 1.061809, -3.005504)
H (-0.036428, 0.148597, -4.144996)
H (-1.240735, 0.931398, 3.005776)
H (-1.959594, -0.133933, 2.052785)
O (-2.093457, 0.594385, 2.708684)
H (0.176537, 1.443167, 1.650829)
H (0.113998, 2.649194, 2.622905)
O (0.199878, 1.687576, 2.558620)

Atomic forces in eV per Å
3.87 -2.56 1.29
-2.55 -1.18 -0.89
0.27 0.14 1.09
-2.94 0.58 0.66
0.23 0.21 -2.71
-1.08 0.57 1.63
0.64 -1.16 0.00
0.86 -1.43 -1.15
-0.72 -0.11 -1.53
-1.25 1.45 0.11
0.66 1.11 -1.37
1.07 -0.85 0.71
0.53 0.90 0.50
0.42 -0.32 0.18
1.09 1.02 0.48
0.14 -0.51 0.33
-0.80 -0.05 -1.46
0.16 -1.29 0.43
-0.86 0.80 -0.79
0.68 1.07 0.79
-0.57 0.53 0.17
0.24 0.82 0.97
0.15 -0.26 -0.45
0.23 1.03 1.09
-1.34 -0.72 -0.08
-0.13 -0.85 -2.10
0.01 -0.39 -0.20
0.99 1.46 2.29

net charge: -1
ΔE to the lowest compared entry with this formula, charge and spin: 31.8 kcal/mol
orbital gap: 6.144 eV
max |F|: 4.8 eV Å⁻¹
total energy: -22933.90560 eV